The following is a quantum chemistry calculation of C33H30FeN9O3S3 as an isolated structure at a distorted geometry, from the Open Molecules 2025 dataset.

The geometry in XYZ format:
```
79
Properties=species:S:1:pos:R:3:forces:R:3
Fe 0.022517 -0.041700 -0.025466 0.8 0.8 0.3
S -0.486528 -2.375498 -0.116002 0.1 -0.6 0.0
C -0.537898 -2.854520 1.528124 -1.2 -0.7 -1.3
N -1.311457 -3.849116 1.898902 0.7 0.7 0.1
C -1.487847 -4.106823 3.325173 0.1 -0.1 0.5
C -0.161451 -3.947201 4.021229 -0.2 -0.4 0.0
N 0.344407 -2.600924 3.759287 -0.1 0.0 -1.1
C 1.083325 -1.951335 4.844252 0.5 0.0 0.3
C 2.377436 -2.683707 5.161298 -0.1 0.0 -0.1
C 2.535266 -3.313231 6.389675 -0.1 0.1 0.0
C 3.721155 -3.965813 6.694806 0.0 -0.1 0.0
C 4.750313 -4.008191 5.768137 0.0 0.0 0.0
C 4.598589 -3.386849 4.535400 -0.1 -0.1 0.0
C 3.415661 -2.734240 4.230587 -0.1 0.0 0.1
C 0.254264 -2.128241 2.527188 0.9 1.2 1.6
S 1.051724 -0.678225 2.097578 -0.1 -0.3 0.0
C -2.004675 -4.744126 0.972455 -0.2 -0.4 -0.3
C -1.269599 -6.066814 0.874028 0.1 0.0 0.1
C -1.897364 -7.250828 1.238037 -0.1 0.1 0.0
C -1.221613 -8.458983 1.142492 0.1 -0.1 0.0
C 0.091031 -8.488337 0.696762 -0.1 0.0 0.0
C 0.724451 -7.307239 0.331232 0.1 0.0 0.0
C 0.049767 -6.102040 0.422717 -0.1 0.1 0.0
H -1.860777 -5.119289 3.460449 0.0 0.0 -0.1
H -2.214476 -3.391136 3.721823 -0.1 -0.1 -0.1
H 0.549532 -4.691224 3.649468 0.1 0.1 0.1
H -0.268704 -4.087291 5.094063 0.0 0.1 0.0
H 0.439104 -1.961965 5.723954 -0.1 0.0 -0.1
H 1.263021 -0.914159 4.572473 0.0 0.0 0.0
H 1.736560 -3.277739 7.121997 0.0 0.0 0.0
H 3.841341 -4.440587 7.659210 0.0 0.0 0.0
H 5.669243 -4.528770 6.001648 0.0 0.0 0.0
H 5.401284 -3.413423 3.810410 0.0 0.0 0.0
H 3.301021 -2.250516 3.271090 0.0 0.1 -0.1
H -2.079872 -4.261615 0.001112 0.0 0.1 0.1
H -3.011342 -4.907526 1.357506 0.0 0.1 0.0
H -2.924755 -7.236110 1.584489 0.0 0.0 0.0
H -1.720761 -9.379074 1.414575 0.0 0.0 0.0
H 0.620737 -9.429366 0.637621 0.0 0.0 0.0
H 1.743400 -7.330884 -0.032138 0.0 0.0 0.0
H 0.543456 -5.182171 0.130377 0.0 0.0 0.0
N -0.359034 3.187959 1.614506 -0.1 0.0 0.1
C 0.700795 3.142483 0.810967 0.1 -0.1 -0.2
N 1.329116 4.277267 0.553727 -0.1 0.3 0.1
C 2.421379 4.214844 -0.200344 -0.3 -0.2 0.1
N 3.064922 5.333752 -0.495141 0.1 0.0 0.0
N 2.930968 3.052416 -0.682952 0.3 -0.1 -0.1
C 2.224453 1.990422 -0.427093 -0.1 0.4 0.1
N 1.083064 1.941053 0.279916 -0.3 -0.7 -0.1
C 2.723706 0.710403 -0.973511 0.2 -0.1 -0.1
C 4.059400 0.559820 -1.302766 -0.1 0.0 0.0
C 4.490911 -0.656279 -1.807239 -0.1 0.0 0.0
C 3.552319 -1.652892 -2.028932 0.0 0.0 0.0
C 2.236712 -1.423105 -1.675946 0.0 0.0 0.0
N 1.827338 -0.277004 -1.113710 0.0 0.0 -0.2
H -0.561954 4.084834 2.026661 0.0 0.0 0.0
H -0.694916 2.366506 2.099087 0.0 0.0 0.0
H 2.729120 6.214068 -0.144271 0.0 0.0 0.0
H 3.899010 5.296679 -1.054975 0.0 0.0 0.0
H 4.724484 1.396763 -1.152980 0.0 0.0 0.0
H 5.536223 -0.820979 -2.029954 0.0 0.0 -0.1
H 3.829031 -2.599470 -2.470241 0.0 0.0 0.0
H 1.480265 -2.175207 -1.840859 0.0 -0.1 0.0
O -1.722086 1.188552 -1.099961 0.4 -0.4 0.1
C -2.289189 1.013164 -0.012439 -0.2 0.1 -0.2
N -1.649342 0.272121 0.917026 -0.8 0.5 0.9
S -2.421900 0.296379 2.393633 0.3 0.2 -0.2
O -1.656602 1.135571 3.279754 -0.2 0.0 0.0
O -2.669241 -1.048501 2.826186 -0.1 -0.1 -0.1
C -3.851510 1.151786 1.770703 0.3 -0.2 -0.3
C -5.036783 1.468171 2.393876 0.0 0.0 0.2
C -5.986668 2.160213 1.645203 0.0 0.0 0.0
C -5.744881 2.515762 0.322484 0.0 0.0 0.0
C -4.547766 2.179837 -0.296612 0.1 0.0 0.0
C -3.599478 1.498886 0.445445 -0.3 0.1 -0.1
H -5.235437 1.191151 3.420281 0.0 0.0 0.0
H -6.933675 2.412743 2.101813 0.0 0.0 0.0
H -6.500357 3.051800 -0.235314 0.0 0.0 0.0
H -4.344912 2.423416 -1.331050 0.0 0.1 0.0
```
Positions in Å, forces in eV/Å.

Computed properties:
Net charge: +2
Energy relative to the best compared isomer or geometry (same formula, charge and spin): 9.4 kJ/mol
2S+1: 6
LUMO (spin up / spin down): -6.97 / -7.34 eV
Kohn-Sham gap (spin up / spin down): 6.84 / 6.47 eV
Total energy: -4451.98204 Ha

***

The following is a quantum chemistry calculation of C28H35N5P2SeV as an isolated structure at a distorted geometry, from the Open Molecules 2025 dataset.

The geometry in XYZ format:
```
72
Properties=species:S:1:pos:R:3:forces:R:3
V -1.285079 1.217422 -1.693708 -0.2 1.0 2.8
C -2.031515 1.787848 -3.398207 -1.7 -1.1 -0.2
C -2.156183 0.320767 -3.191075 -0.3 0.2 -1.4
C -1.197368 -0.675494 -3.796515 -0.1 -0.4 -0.5
C 0.266022 -0.225749 -3.639503 0.3 -1.0 -1.2
C 0.544005 0.508390 -2.365691 0.4 -0.4 0.7
C 0.517633 1.949328 -2.141316 1.1 -0.7 -0.2
C 0.336753 2.814291 -3.334856 -0.5 0.8 -0.8
C -0.920665 2.437465 -4.161068 0.0 0.9 -1.1
C 1.813759 0.971754 3.008297 -1.1 0.5 0.8
H -3.008153 2.299230 -3.413536 0.7 -0.2 -0.2
H -3.183637 -0.050418 -3.084965 0.4 0.2 -0.1
H -1.462780 -0.885433 -4.851300 0.3 0.1 0.3
H -1.323708 -1.650892 -3.284552 0.0 0.4 -0.1
H 0.874547 -1.147436 -3.617426 -0.1 0.4 -0.2
H 0.621321 0.318408 -4.519431 -0.1 0.0 0.1
H 1.383995 0.012404 -1.885860 -0.3 0.3 0.2
H 1.287727 2.313905 -1.452548 -0.3 -0.2 0.1
H 1.212102 2.730776 -3.991437 0.0 0.2 0.1
H 0.236836 3.861619 -3.017729 0.2 -0.2 -0.2
H -1.340098 3.366693 -4.560271 0.2 -0.1 0.0
H -0.687801 1.853421 -5.056934 0.2 0.0 0.2
H 0.926413 1.606930 2.808522 0.4 -0.3 0.2
H 2.667372 1.648776 3.205601 -0.3 -0.6 -0.4
H 1.631007 0.388189 3.919023 -0.1 0.0 -0.2
P 2.078279 -0.108130 1.623888 4.2 0.8 -1.2
P -1.749282 -0.965988 1.567441 -2.2 2.5 -0.8
N 3.172765 0.903064 0.678709 -1.0 -0.8 0.4
N 3.031263 -1.427343 2.078232 -0.7 0.2 0.0
N -2.365263 0.375633 0.673542 0.4 -1.3 1.3
N -2.997373 -1.992756 1.860993 -0.1 -1.1 -0.3
C 0.854548 -0.576740 0.409392 -1.3 -0.7 0.1
C -0.363627 -1.544151 0.630596 0.7 -0.5 0.5
C 3.200155 2.303727 0.710346 0.4 0.5 -0.2
C 4.055568 2.760294 -0.273980 -0.7 -0.3 0.8
C 4.558994 1.621542 -0.964519 -0.8 -1.2 0.8
C 3.987282 0.492196 -0.383100 0.5 0.9 -0.4
C 4.079944 -1.395763 3.013393 0.3 -1.3 0.3
C 4.526962 -2.697899 3.222236 -0.9 1.4 -0.5
C 3.735326 -3.563330 2.392260 -0.7 1.0 -0.5
C 2.837289 -2.765010 1.696010 0.6 -1.0 0.7
C -1.749184 1.684849 0.626520 -0.5 0.7 -0.1
C -2.594192 2.522843 -0.176281 -0.8 -1.6 0.2
C -3.448362 1.651598 -0.920648 0.4 0.5 1.0
C -3.143516 0.314892 -0.532868 -0.3 0.2 0.2
C -3.942226 -2.470574 0.926191 -0.9 -0.6 0.4
C -4.919735 -3.166109 1.612285 0.9 0.5 -0.3
C -4.545999 -3.208407 3.003240 1.3 0.8 -0.4
C -3.357871 -2.524986 3.138578 -1.0 -0.1 -0.2
H 1.419977 -1.072907 -0.412462 -0.1 0.7 0.7
H 0.476878 0.403169 0.036443 0.4 -0.6 0.1
H -0.840714 -1.694332 -0.357949 0.4 -0.1 0.1
H -0.056311 -2.510420 1.061672 0.0 0.2 -0.4
H 2.666851 2.843070 1.485560 0.1 0.0 -0.4
H 4.309914 3.800350 -0.458199 -0.1 -0.3 0.1
H 5.283072 1.627187 -1.762239 -0.1 -0.1 0.0
H 4.135974 -0.556602 -0.583001 0.0 0.0 0.0
H 4.391013 -0.459382 3.444112 0.1 0.0 0.0
H 5.323509 -2.997088 3.891916 -0.1 0.1 -0.1
H 3.825389 -4.647552 2.340868 -0.1 0.4 -0.1
H 2.070958 -3.028785 0.984672 0.1 0.0 0.0
H -1.252169 2.024125 1.531024 0.1 0.0 -0.3
H -2.702462 3.604234 -0.115777 0.5 -0.3 -0.3
H -4.240677 1.944776 -1.621224 0.6 -0.2 0.4
H -3.781478 -0.548212 -0.681975 0.2 0.4 -0.3
H -3.802775 -2.277134 -0.134813 -0.2 -0.3 0.5
H -5.828860 -3.585971 1.194648 0.4 0.0 0.0
H -5.071954 -3.675599 3.824334 0.0 0.0 -0.2
H -2.786883 -2.283344 4.026657 -0.2 -0.2 -0.3
Se -1.375933 -0.128275 5.937336 -0.1 -0.2 -1.3
C -1.428974 -0.338664 4.243832 0.3 0.4 0.7
N -1.398563 -0.438304 3.028563 1.0 0.5 0.7
```
Positions in Å, forces in eV/Å.

Computed properties:
Net charge: +2
Energy relative to the best compared isomer or geometry (same formula, charge and spin): 0.0 kJ/mol
2S+1: 2
LUMO (spin up / spin down): -6.18 / -6.17 eV
Kohn-Sham gap (spin up / spin down): 5.37 / 6.48 eV
Total energy: -5389.07122 Ha

***

The following is a quantum chemistry calculation of C5H8 as an isolated structure at a distorted geometry, from the Open Molecules 2025 dataset.

The geometry in XYZ format:
```
13
Properties=species:S:1:pos:R:3:forces:R:3
C -1.574716 0.440586 0.609776 -1.6 -0.3 0.9
C -1.267605 0.312723 -0.676735 1.3 -0.4 -0.1
C -0.160376 0.410743 1.153744 -1.2 -3.6 0.0
C 0.253838 0.380180 -0.314524 0.6 -3.5 -1.0
C 1.329729 -0.806532 -0.762942 -0.1 1.5 2.5
H -2.560631 0.424386 1.123254 0.8 0.2 -0.3
H -1.830615 0.098308 -1.606586 0.5 0.4 0.8
H 0.180849 1.148622 1.784051 0.7 2.1 1.2
H 0.059503 -0.581195 1.725269 -0.4 1.4 -1.1
H 0.704210 1.282825 -0.577222 0.8 1.5 -0.7
H 1.083303 -1.888770 -0.566284 -0.3 1.3 -0.2
H 2.267044 -0.593019 -0.080535 -1.5 -0.3 -1.7
H 1.515468 -0.628858 -1.811267 0.5 -0.2 -0.2
```
Positions in Å, forces in eV/Å.

Computed properties:
Energy relative to the best compared isomer or geometry (same formula, charge and spin): 181.7 kJ/mol
LUMO: 1.23 eV
Kohn-Sham gap: 10.65 eV
Total energy: -195.22284 Ha

***

The following is a quantum chemistry calculation of C42H27BBr2F4N5NiO3P as an isolated structure, from the Open Molecules 2025 dataset.

The geometry in XYZ format:
```
86
Properties=species:S:1:pos:R:3:forces:R:3
Ni 0.135370 0.242600 -0.108208 -0.2 0.3 -0.3
Br 6.916663 -0.799223 1.002141 0.0 0.0 0.0
C 5.844172 -2.243033 1.588991 0.0 0.0 0.0
C 5.951159 -3.473342 0.961878 0.0 0.0 0.0
C 5.155773 -4.520831 1.398376 0.0 0.0 0.0
C 4.230177 -4.325992 2.413802 0.0 0.0 0.0
C 4.161862 -3.096778 3.062431 0.0 0.0 0.1
C 4.974095 -2.053804 2.651657 0.0 0.0 0.0
N 3.463162 -5.486390 2.796694 0.0 0.1 0.1
N 2.247095 -5.429322 3.021056 0.0 0.0 -0.1
C 1.516604 -4.208835 2.799770 0.0 -0.1 0.1
C 0.817768 -3.685933 3.848180 0.1 0.0 0.0
C 0.176470 -2.443524 3.717597 0.0 0.0 -0.1
C 0.223996 -1.765089 2.531545 0.0 0.2 0.0
O -0.297680 -0.514045 2.460019 -0.3 -0.2 0.5
C 0.853522 -2.330052 1.388461 0.0 -0.1 0.0
N 0.823228 -1.648392 0.201553 0.0 -0.3 0.0
C 1.306033 -2.269230 -0.857458 -0.1 0.2 0.1
C 1.894419 -3.539955 -0.829162 0.1 -0.2 0.0
C 2.001876 -4.200505 0.358077 0.0 0.1 -0.1
C 1.475686 -3.595866 1.519839 -0.1 0.1 0.0
H 6.652678 -3.613845 0.151836 0.0 0.0 0.0
H 5.233729 -5.500373 0.943492 0.0 0.0 0.0
H 3.479965 -2.942684 3.886085 0.0 0.0 0.0
H 4.920249 -1.094894 3.148223 0.0 0.0 0.0
H 0.813022 -4.211347 4.794609 0.0 0.0 0.0
H -0.338791 -1.991744 4.553919 0.0 0.0 0.0
H 1.222618 -1.739733 -1.798548 0.0 0.0 0.0
H 2.256401 -3.977007 -1.749575 0.0 0.0 0.0
H 2.452415 -5.182224 0.411581 0.0 0.0 0.0
F 5.108278 5.083310 -1.871612 0.0 0.0 0.0
C 4.088900 4.435556 -1.315703 0.0 0.0 0.0
C 3.414496 4.982405 -0.243506 0.0 0.0 0.0
F 3.787224 6.164482 0.242058 0.0 0.0 0.0
C 2.355253 4.292543 0.320541 0.0 0.0 0.0
F 1.779074 4.884158 1.369470 -0.1 0.0 0.0
C 1.916371 3.056776 -0.140597 0.0 0.0 0.0
P 0.464320 2.151211 0.635112 0.0 -0.4 -0.1
C 0.969514 2.292630 2.396498 0.0 0.1 0.0
C 0.098330 2.604199 3.433211 0.0 0.0 0.0
C 0.524187 2.535552 4.754313 0.0 0.0 0.0
C 1.821000 2.152652 5.055892 0.0 0.0 0.0
C 2.694450 1.825083 4.025739 0.0 0.0 0.0
C 2.266973 1.886074 2.710479 0.0 0.0 0.0
C -0.867411 3.417245 0.410573 0.0 0.0 0.1
C -1.746705 3.150801 -0.636388 0.0 0.0 0.0
C -2.793796 4.010421 -0.937156 0.0 0.0 0.0
C -2.995238 5.146102 -0.168842 0.0 0.0 0.0
C -2.145734 5.409892 0.897715 0.0 0.0 0.0
C -1.088462 4.557918 1.183302 0.0 0.0 0.0
C 2.638052 2.522497 -1.211036 0.1 0.0 0.0
Br 2.301037 0.807597 -1.935185 -0.1 0.1 0.1
C 3.698321 3.198975 -1.792605 0.0 0.0 0.0
F 4.380445 2.681900 -2.816666 0.0 0.0 0.0
H -0.926752 2.872161 3.219054 0.0 0.0 0.0
H -0.168204 2.780752 5.550074 0.0 0.0 0.0
H 2.150363 2.104266 6.085944 0.0 0.0 0.0
H 3.709037 1.518070 4.249128 0.0 0.0 0.0
H 2.948095 1.598013 1.915719 0.0 0.0 0.0
H -1.618985 2.231719 -1.196527 0.0 0.0 0.0
H -3.463920 3.777667 -1.755435 0.0 0.0 0.0
H -3.816144 5.816863 -0.389187 0.0 0.0 0.0
H -2.302680 6.288144 1.511365 0.0 0.0 0.0
H -0.442467 4.789139 2.015755 0.0 0.0 0.0
O -2.118546 0.998030 1.994478 0.0 0.0 0.0
B -1.459818 -0.224901 1.788649 0.3 0.2 -0.3
O -2.335206 -1.189326 1.256121 0.0 0.0 0.0
C -3.483917 -0.485944 0.981440 0.0 0.0 0.0
C -4.629919 -0.930056 0.366999 0.0 0.0 0.0
C -5.653694 0.004169 0.194598 0.0 0.0 0.0
C -5.512877 1.317459 0.623891 0.0 0.0 0.0
C -4.343650 1.756438 1.248574 0.0 0.0 0.0
C -3.347730 0.825540 1.417008 0.0 0.0 0.0
H -4.728919 -1.954663 0.035175 0.0 0.0 0.0
H -6.574053 -0.303211 -0.284070 0.0 0.0 0.0
H -6.323990 2.016675 0.469923 0.0 0.0 0.0
H -4.212344 2.779363 1.574775 0.0 0.0 0.0
N -1.731142 -0.642514 -3.721414 0.0 0.0 0.0
C -2.216349 -1.724745 -3.026214 0.0 0.0 0.0
C -1.860890 -1.516510 -1.731091 0.0 0.0 0.0
N -1.171300 -0.326522 -1.618369 0.1 -0.1 -0.1
C -1.109232 0.165476 -2.834286 -0.1 0.1 0.0
H -1.817893 -0.474827 -4.707699 0.0 0.0 0.0
H -2.759770 -2.519620 -3.504067 0.0 0.0 0.0
H -2.043241 -2.133763 -0.869918 0.0 0.0 0.0
H -0.634921 1.092658 -3.110462 0.0 0.0 0.0
```
Positions in Å, forces in eV/Å.

Computed properties:
Energy relative to the best compared isomer or geometry (same formula, charge and spin): 0.0 kJ/mol
LUMO (spin up / spin down): -0.39 / -0.39 eV
Kohn-Sham gap (spin up / spin down): 5.88 / 5.88 eV
Total energy: -9538.28957 Ha